67
Properties=species:S:1:pos:R:3:forces:R:3:mulliken_charge:R:1 method="wB97M-V/def2-TZVPD" s2=2.024 total_charge=-1 homo_energy_ev="-4.817 / -6.383" homo_lumo_gap_ha="0.2138 / 0.2620" fmax_ha_per_bohr=0.0844 e_above_lowest_ev=3.313 multiplicity=3
W -0.45768 0.57444 -0.55775 3.194 0.901 -2.797 1.91
F 1.31560 2.50021 4.63984 -0.179 0.042 -0.215 -0.21
C 0.80347 1.28090 4.76996 0.315 -0.284 -0.050 0.47
F -0.27143 1.34894 5.54248 -0.357 0.059 -0.174 -0.20
F 1.71388 0.54110 5.41246 0.047 -0.197 0.085 -0.25
S 0.42830 0.41143 3.13202 0.340 1.169 1.053 1.00
O -0.14267 1.36700 2.21855 -0.147 0.269 1.460 -0.37
O -0.31742 -0.71446 3.57642 -0.003 -0.465 0.154 -0.70
N 1.93261 0.06356 2.72573 -0.157 -0.152 -0.077 -0.66
S 2.48809 0.67859 1.41633 -0.107 0.657 -0.614 0.88
O 3.78422 0.19075 1.09519 0.126 -0.152 0.046 -0.69
O 1.53372 0.63837 0.29090 0.447 0.108 0.210 -0.55
C 2.79321 2.53313 1.66433 0.114 -0.033 -0.086 0.73
F 1.81234 3.21112 2.21855 -0.087 -0.145 -0.182 -0.16
F 3.06095 3.05200 0.46603 -0.039 -0.051 -0.187 -0.24
F 3.87963 2.69234 2.42754 0.056 -0.270 0.077 -0.28
O -0.65790 4.51032 0.80897 0.153 -0.121 -0.066 -0.67
C -0.87680 3.55479 0.11288 -0.791 0.149 -0.460 0.24
O -0.09957 2.49060 -0.00295 0.570 0.119 0.254 -0.26
C -2.00472 3.44727 -0.89508 -0.084 -0.965 -0.011 0.00
C -2.46512 4.44604 -1.73344 -0.314 0.144 -0.288 -0.13
C -3.22002 4.11749 -2.87598 0.850 -1.207 1.242 -0.57
C -3.36826 2.79238 -3.28777 0.238 -0.077 0.161 -0.64
C -2.85443 1.78033 -2.47115 0.194 1.399 0.740 -0.15
C -2.33906 2.10448 -1.17365 -1.661 1.010 -0.879 0.27
O -2.24860 1.15792 -0.22804 -1.289 0.723 0.016 -0.26
N -2.58218 0.50956 -2.89753 0.400 -0.291 1.065 1.02
O -3.08087 -0.04823 -3.88026 0.250 -0.025 -0.121 -0.77
O -1.50661 -0.04604 -2.25771 0.405 -0.573 -0.355 -0.70
N -3.71487 5.16176 -3.70577 -0.478 1.194 -0.933 1.01
O -4.30870 4.85356 -4.73529 0.247 0.161 0.503 -0.64
O -3.51803 6.32361 -3.35791 -0.128 -0.590 -0.192 -0.63
H -2.23231 5.48097 -1.53905 0.032 0.062 0.089 0.55
H -3.78707 2.55897 -4.25415 -0.061 -0.054 0.020 0.59
S 2.45849 -1.97469 -3.13006 -0.419 0.375 0.437 -0.34
C 1.86176 -3.05676 -1.94648 -0.097 0.456 0.014 -0.46
C 0.96635 -2.46738 -1.09993 -0.311 -0.232 0.296 -1.33
C 0.69730 -1.09916 -1.37219 0.700 0.523 -1.604 -0.06
C 1.46555 -0.69886 -2.45884 -0.085 -0.978 0.470 0.92
C 1.50823 0.64680 -2.92422 -0.777 1.125 0.424 1.15
C 2.38619 1.07731 -3.92375 -0.064 0.141 -0.010 -1.32
C 2.42621 2.39889 -4.29921 -0.626 0.074 0.456 -0.48
C 1.54635 3.28872 -3.66556 0.498 -0.254 -0.436 -1.27
C 0.71102 2.82082 -2.68638 -0.507 -0.596 0.598 0.01
N 0.65011 1.52380 -2.27977 1.723 0.066 -1.492 0.45
H 2.21399 -4.07072 -1.93908 -0.018 -0.194 0.055 0.47
H 0.48400 -3.01763 -0.30622 -0.029 -0.009 0.064 0.41
H 3.03619 0.34584 -4.37501 0.115 -0.049 -0.073 0.45
H 3.10580 2.74383 -5.06093 0.107 0.022 -0.104 0.45
H 1.52680 4.33479 -3.92974 -0.037 0.048 0.045 0.50
H 0.04627 3.52153 -2.19460 0.097 -0.253 -0.010 0.34
O -2.06810 -1.73284 -0.41940 -0.436 0.065 1.348 -0.53
C -1.93980 -1.10978 0.63185 -1.313 -2.416 -0.842 0.74
O -0.77276 -0.59556 0.92264 -0.534 -0.420 0.708 -0.03
C -3.07289 -0.92390 1.57556 -0.402 -0.132 0.192 -0.01
C -4.18024 -1.77240 1.47067 0.419 0.406 0.064 -0.52
C -5.27755 -1.58838 2.29476 0.055 -0.070 -0.043 -0.76
C -5.29115 -0.56535 3.22190 0.248 0.486 0.186 -0.40
C -4.18987 0.29158 3.30964 -0.091 -1.428 -1.220 -0.85
C -3.07952 0.12081 2.48846 -0.166 0.172 0.350 0.15
N -4.21721 1.36384 4.25235 0.102 1.193 1.063 1.11
O -5.20819 1.46178 4.97098 0.435 0.056 -0.258 -0.68
O -3.25649 2.11882 4.29986 -0.546 -0.396 -0.020 -0.57
H -4.16264 -2.55051 0.72635 0.018 -0.127 -0.111 0.59
H -6.12942 -2.24348 2.20392 -0.103 -0.063 0.027 0.41
H -6.13865 -0.39259 3.86890 0.016 -0.041 -0.008 0.52
H -2.25095 0.81093 2.55986 -0.067 -0.064 -0.053 0.97